C21H27F4GaN3 | the ωB97M-V functional and the def2-TZVPD basis

Cartesian coordinates (Å):
Ga -0.030 -0.084 -0.184
C 0.426 -1.850 -3.217
C 1.494 -0.815 -2.908
N 1.753 -0.590 -1.453
C 2.829 0.436 -1.316
C 2.988 0.977 0.093
C 2.264 -1.842 -0.818
C 1.240 -2.462 0.112
N 0.725 -1.391 0.946
C 0.952 -1.206 2.282
C 0.525 0.002 2.845
F -0.093 0.886 1.990
C 0.653 0.340 4.166
F 0.202 1.523 4.582
C 1.238 -0.545 5.046
C 1.666 -1.750 4.530
F 2.228 -2.645 5.336
C 1.528 -2.087 3.195
F 1.960 -3.291 2.789
H 0.313 -1.921 -4.300
H -0.540 -1.571 -2.798
H 0.693 -2.844 -2.852
H 1.215 0.141 -3.339
H 2.439 -1.109 -3.371
H 2.619 1.241 -2.012
H 3.768 -0.016 -1.645
H 2.076 1.465 0.440
H 3.780 1.726 0.116
H 3.240 0.200 0.815
H 3.133 -1.581 -0.218
H 2.592 -2.545 -1.586
H 1.692 -3.271 0.673
H 0.421 -2.884 -0.476
H 1.352 -0.308 6.095
C -0.130 2.258 -2.100
N -0.555 2.015 -0.707
C -0.069 3.117 0.160
C -2.039 1.999 -0.678
C -2.610 0.649 -1.032
C -3.911 0.522 -1.505
C -4.451 -0.742 -1.685
C -3.702 -1.876 -1.383
C -2.398 -1.743 -0.926
C -1.845 -0.474 -0.766
H -0.540 3.205 -2.458
H -0.497 1.458 -2.741
H 0.951 2.311 -2.155
H -0.517 4.064 -0.155
H 1.010 3.210 0.079
H -0.334 2.929 1.193
H -2.419 2.770 -1.353
H -2.357 2.263 0.330
H -4.509 1.405 -1.720
H -5.465 -0.847 -2.055
H -4.136 -2.862 -1.505
H -1.823 -2.629 -0.684

Properties
total charge: +1
Kohn-Sham gap: 8.850 eV